[1]
{
  "formula": "C20H54O8",
  "method": "ωB97M-V/def2-TZVPD",
  "symbols": ["H", "H", "H", "H", "O", "H", "H", "H", "C", "H", "H", "H", "H", "H", "H", "C", "H", "C", "H", "O", "H", "H", "C", "C", "H", "O", "H", "H", "H", "H", "C", "O", "H", "H", "H", "H", "C", "H", "H", "C", "C", "O", "H", "O", "C", "C", "H", "H", "H", "H", "H", "H", "H", "H", "H", "H", "C", "H", "H", "C", "H", "H", "H", "H", "C", "C", "H", "H", "C", "O", "C", "H", "C", "O", "C", "H", "H", "C", "H", "H", "H", "H"],
  "xyz": [[7.1898, -2.2754, -6.6162], [0.8278, -2.1614, -0.4746], [2.3311, 7.9115, -0.7400], [-0.1164, -3.5863, 6.6066], [8.5707, -1.7426, -5.4157], [-9.5325, -1.8319, -3.2188], [1.2490, -1.8040, 9.4981], [8.8879, 0.3532, -7.0626], [5.0427, 10.2802, -0.4883], [7.8636, -0.4154, -8.2506], [-6.8134, -1.0986, -3.0190], [5.8730, -0.9439, -4.9739], [4.8265, 8.3358, -1.6121], [4.3372, 11.0414, -0.1553], [2.6084, 9.8807, -1.7355], [-8.4274, -1.7165, -1.6312], [-6.2953, -2.2673, -1.8810], [0.6911, -2.9127, 6.3196], [2.4231, -1.5875, -1.2104], [0.5674, -0.6767, 7.0922], [-2.1764, 1.5980, 2.3241], [-2.4738, -8.9639, -0.3853], [-2.4230, 2.9176, 3.7920], [1.6201, -1.4131, -0.4943], [0.3878, -0.6510, 6.1495], [-3.5138, -6.2146, -1.9014], [7.1797, 0.2550, -4.8537], [5.5330, 10.0543, 0.4586], [6.0284, 0.2303, -6.2082], [0.4768, -2.3851, 5.3902], [8.4490, -0.6022, -7.3504], [-9.5554, -1.3159, -2.4097], [-0.2340, -2.2853, 8.6798], [1.1028, 0.2106, -1.8555], [-3.7107, -7.2532, 1.4023], [-8.8247, -2.5755, -1.0905], [7.6377, -1.3331, -6.3006], [-2.0588, -6.4049, -0.6524], [5.6494, 10.8998, -1.1488], [-3.0529, -6.8406, -0.7527], [0.9491, -0.0586, -0.8105], [3.4834, 9.8722, -2.1302], [0.8069, 1.9695, -0.5768], [-2.0932, 1.5831, 3.2804], [3.2112, 8.3531, -0.2725], [-7.1384, -2.0134, -2.5235], [-3.9842, -8.9472, -1.1927], [-4.3174, 2.3207, 2.3297], [-7.3037, -2.7911, -3.2692], [1.4801, -3.6209, 6.0668], [-9.0196, -0.4320, 0.1222], [-2.5901, -8.6241, -2.0931], [1.5581, 1.2060, 0.8415], [2.2844, -1.6886, 7.2635], [2.4796, 1.3705, -0.7372], [-2.9664, 2.7733, 4.7258], [-3.1664, 3.7797, 2.8554], [2.0373, -1.3558, 0.5111], [9.1107, -2.3390, -5.9394], [-3.0425, -8.4023, -1.1265], [-0.8212, -0.7579, -1.0891], [-3.4765, -5.6256, 0.8966], [3.6353, 7.5050, 0.2650], [9.3146, -1.1170, -7.7673], [-8.1646, -0.6591, -0.5145], [1.5186, 1.2123, -0.2478], [-7.9533, 0.3251, -0.9326], [-2.7599, -6.2505, -2.4946], [0.8533, -2.3534, 8.6439], [-0.4217, -0.0743, -0.5462], [6.6234, -0.3878, -5.5359], [-2.5941, 3.8803, 1.9331], [1.2040, -1.8178, 7.3272], [-4.4214, 3.2148, 2.6636], [-3.8624, -6.5858, 0.5540], [-3.2607, 4.8273, 3.1414], [-4.8726, -6.2545, 0.3138], [4.2122, 9.1511, -1.2300], [-1.5053, 3.4215, 4.0951], [2.8428, 8.9088, 0.5898], [1.2909, -3.3515, 8.6657], [-7.3052, -0.8759, 0.1200]],
  "total_charge": 0,
  "e_above_lowest_kj_mol": 493.39,
  "lumo_energy_ev": 0.1
}

[2]
{
  "formula": "C50H51N5O3S3Se2V",
  "method": "ωB97M-V/def2-TZVPD",
  "symbols": ["H", "H", "H", "C", "H", "Se", "C", "H", "C", "H", "C", "C", "H", "C", "H", "C", "H", "C", "H", "H", "H", "H", "C", "C", "H", "Se", "N", "H", "H", "H", "H", "C", "C", "C", "C", "H", "H", "C", "H", "C", "S", "C", "H", "C", "C", "C", "C", "H", "C", "H", "S", "H", "O", "N", "H", "C", "O", "C", "H", "C", "H", "H", "H", "C", "H", "H", "H", "H", "H", "C", "N", "H", "H", "C", "N", "H", "C", "H", "C", "C", "C", "C", "C", "C", "C", "C", "C", "C", "C", "H", "H", "H", "C", "H", "H", "O", "H", "C", "V", "H", "C", "C", "N", "C", "C", "C", "C", "C", "C", "H", "H", "S", "H", "H", "H"],
  "xyz": [[4.7607, 3.4354, -1.7715], [1.0756, 4.3650, -1.9882], [-2.3241, 2.7724, -3.9642], [2.6389, -2.4842, 1.2691], [5.2217, 5.7649, 1.7796], [3.9307, -1.7526, -2.7304], [3.4207, 2.9740, -0.1729], [-5.7143, 3.4743, 3.9556], [-4.8577, 1.0012, 3.0672], [4.5396, -5.3637, -0.4943], [4.7079, -3.2046, -0.0102], [-0.3974, -3.3245, -1.1615], [-1.6760, -3.6979, -5.7462], [1.9381, -1.3471, 1.9563], [-5.2845, 2.5463, -0.3746], [2.8788, -0.2676, 2.4773], [6.6342, 0.1123, 5.0963], [6.3862, -0.6571, 0.0507], [2.9495, 2.7549, 3.9795], [-5.9074, 1.0461, 2.7760], [0.7566, -1.8250, -2.1949], [-2.1771, 5.6537, 1.5159], [2.6527, -4.5371, -0.0035], [-1.3271, -4.0683, -3.6688], [-2.4798, -5.5306, -2.6039], [-1.9324, 1.3561, 1.5530], [-2.9163, 3.9252, 2.3733], [6.7146, -4.1302, 0.1051], [4.7460, 1.6899, 5.2560], [-2.8269, -4.8201, -5.0042], [-0.0493, -2.5110, -4.4040], [2.6592, -0.6460, -0.7184], [0.9479, -0.8691, 0.9324], [-1.3356, 2.4637, -3.6294], [4.7313, 4.9735, 1.2325], [7.9719, -2.0874, 0.0553], [0.0291, -0.4260, 1.3125], [6.2050, -3.1807, 0.0630], [1.3153, 2.9608, -3.0497], [5.4077, -3.0363, 4.4789], [1.6336, 2.4316, 1.8979], [-2.9571, 0.6673, -2.0411], [-4.6127, 0.9708, 0.0463], [4.4669, 3.6674, -0.7576], [4.1044, -0.7314, 2.9874], [3.9802, -1.1766, -0.0927], [3.6814, 4.2947, 1.8251], [-1.3528, 4.1489, 1.0195], [4.7518, -1.9443, 2.3722], [-1.1963, -5.3440, -5.3561], [0.2428, -2.8373, 0.4606], [7.0696, -2.1586, 5.5059], [-0.3364, 0.5941, -2.1240], [1.4660, -0.2748, -0.1626], [-0.6810, 2.4469, -4.5033], [3.0442, 3.2777, 1.1292], [0.9113, 2.0194, 0.6149], [1.9600, -3.3979, 0.5623], [7.0462, 4.7890, -1.0402], [0.6674, 3.8177, -2.8407], [-1.0617, 4.8398, 2.6310], [1.3950, -1.7285, 2.8334], [2.8934, 2.2026, -0.7372], [-1.7904, -4.4950, -5.0177], [7.1674, 0.0882, 0.1167], [2.0874, -5.4317, -0.2004], [-3.6899, 0.0750, -2.5898], [-3.8935, 2.5872, -2.4314], [0.6785, 4.4773, -3.7068], [-1.3217, -4.3543, -1.2614], [-4.2569, 2.3005, 2.9241], [3.3610, 4.5675, 2.8182], [-4.0231, 5.5229, 3.2525], [2.5924, 1.0818, 2.7011], [2.6418, -0.7141, -2.0200], [6.6606, 6.1762, -0.0151], [-3.1043, 2.5930, 2.2946], [5.4164, -3.8882, 5.1438], [-4.8481, 1.6380, -0.7782], [-3.5956, 1.9699, -1.5851], [5.1215, -0.2080, 0.0240], [-3.9614, 4.4716, 3.0656], [4.6847, -3.0785, 3.3565], [3.9815, -4.5002, -0.1757], [0.0489, -2.6391, -2.2798], [4.3081, 1.1836, 4.4114], [3.2779, 1.7612, 3.7145], [5.9750, -0.6143, 4.6413], [4.0671, -2.2636, 1.0587], [-2.9056, 2.5396, -0.9574], [4.9129, 0.8492, 0.0870], [-5.5919, 1.1587, -1.4069], [-0.4158, -3.0208, -3.5258], [-4.3279, 0.2896, 2.4357], [-0.7191, 2.7947, -1.5616], [-0.5760, -3.4021, 1.5000], [-4.7929, 0.6587, 4.1008], [6.8920, -2.0294, 0.0398], [0.4262, 1.1867, -0.7416], [5.8050, -1.6774, 2.2266], [4.8120, -0.0544, 3.9894], [6.2462, 5.4459, -0.7036], [4.2954, -2.2270, -1.0248], [-0.7558, 3.3498, -2.5285], [-1.8125, 4.6841, 1.8532], [-1.7715, -4.7212, -2.5176], [5.1418, 4.6764, -0.0658], [6.2216, -1.9191, 4.8794], [-4.7947, 3.4602, 3.4076], [5.8810, 5.9788, -1.5800], [-1.6675, -4.8560, -0.3711], [-1.4774, 0.6991, -3.1366], [4.0600, -3.9248, 3.1161], [-1.4031, 4.2175, -2.3920], [-2.6283, 0.0879, -1.1707]],
  "s_squared": 2.0158,
  "total_charge": 3,
  "spin_multiplicity": 3,
  "e_above_lowest_kj_mol": 658.56,
  "lumo_energy_ev": [-8.4, -8.0]
}

[3]
{
  "formula": "C5H7NO",
  "method": "ωB97M-V/def2-TZVPD",
  "symbols": ["C", "H", "C", "H", "H", "C", "H", "C", "O", "C", "H", "H", "N", "H"],
  "xyz": [[-1.2123, -0.4501, -0.6026], [1.8228, -0.2128, -1.5314], [-0.2535, -0.8785, 0.5708], [-1.0125, -0.6548, -1.6640], [1.6093, 0.1573, 1.3458], [-0.9769, 0.9323, -0.0773], [-2.1655, -0.9099, -0.3213], [0.5959, 0.9304, 0.3902], [1.8466, -0.9047, -0.8471], [1.1691, -0.4248, 0.2819], [1.1359, 1.8552, 0.3246], [-1.5380, 1.8673, -0.2113], [-0.5121, 0.4868, 1.2367], [-0.5089, -1.7936, 1.1052]],
  "total_charge": 0,
  "e_above_lowest_kj_mol": 510.90,
  "lumo_energy_ev": 0.8
}

[4]
{
  "formula": "C4H6N2OS",
  "method": "ωB97M-V/def2-TZVPD",
  "symbols": ["H", "H", "O", "H", "S", "C", "H", "C", "C", "C", "H", "N", "N", "H"],
  "xyz": [[0.1205, -0.7398, 1.9782], [1.4310, -0.2647, -1.7982], [-0.2297, -2.0833, 0.3800], [1.5018, -1.2224, 0.9394], [1.3329, 1.5777, 0.8414], [0.4362, -0.9907, 0.9402], [0.9652, 2.5419, 0.0138], [0.4948, 0.0700, -1.3576], [0.2533, 0.3096, 0.1078], [-1.1854, 0.7263, -0.0014], [-1.8138, 1.0048, 0.8265], [-1.6089, 0.7092, -1.2002], [-0.5351, 0.2947, -2.0776], [-1.1628, -1.9333, 0.4076]],
  "total_charge": 0,
  "e_above_lowest_kj_mol": 299.16,
  "lumo_energy_ev": -0.1
}

[5]
{
  "formula": "C3H10N2",
  "method": "ωB97M-V/def2-TZVPD",
  "symbols": ["N", "H", "N", "C", "H", "H", "H", "H", "H", "H", "H", "C", "H", "H", "C"],
  "xyz": [[-0.4355, -0.6140, 0.3521], [-1.2270, -1.9586, 1.7009], [2.9282, 1.8780, -1.5874], [-1.2915, -1.8086, 0.6190], [-0.9517, -2.7577, 0.1935], [-2.3211, -1.5903, 0.2582], [1.9830, 0.1797, -1.0842], [-0.5587, -0.5411, -0.6640], [-0.8997, 0.4191, 2.1491], [3.7258, 1.2701, -1.7531], [-2.1120, 0.7756, 0.9206], [1.8175, 1.2393, -1.4279], [0.8113, 1.6308, -1.3586], [-0.4505, 1.3481, 0.6366], [-1.0182, 0.5298, 1.0452]],
  "s_squared": 0.7514,
  "total_charge": -1,
  "spin_multiplicity": 2,
  "e_above_lowest_kj_mol": 179.52,
  "lumo_energy_ev": [4.1, 4.1]
}

[6]
{
  "formula": "C36H102F6MgNO21S2",
  "method": "ωB97M-V/def2-TZVPD",
  "symbols": ["C", "H", "C", "O", "O", "H", "O", "C", "H", "C", "O", "C", "H", "C", "H", "O", "C", "H", "H", "H", "H", "C", "H", "H", "C", "O", "O", "H", "S", "H", "C", "H", "H", "F", "H", "H", "H", "H", "O", "H", "H", "O", "H", "H", "O", "H", "C", "C", "H", "C", "H", "C", "H", "H", "O", "H", "H", "C", "F", "H", "H", "H", "H", "H", "H", "H", "H", "H", "C", "H", "H", "C", "H", "H", "H", "H", "H", "C", "C", "O", "H", "H", "H", "C", "F", "H", "H", "H", "H", "F", "O", "O", "O", "O", "C", "H", "H", "H", "C", "H", "H", "H", "C", "H", "H", "C", "H", "H", "H", "H", "H", "H", "C", "H", "C", "H", "H", "C", "H", "O", "H", "C", "C", "H", "H", "H", "H", "H", "H", "C", "H", "H", "H", "H", "H", "S", "H", "O", "C", "C", "C", "F", "Mg", "N", "H", "C", "H", "H", "H", "H", "H", "O", "H", "O", "H", "H", "H", "F", "C", "H", "H", "H", "H", "H", "C", "O", "H", "H", "H"],
  "xyz": [[-7.6216, -1.6866, -3.4183], [5.8694, -1.9102, 7.5786], [-2.8605, 0.7549, 5.9680], [-0.0223, 1.4428, 1.8873], [-3.6696, 7.4040, 3.0672], [3.9055, -2.6987, -8.7631], [-1.5692, 0.6422, 8.0243], [3.1633, -3.3931, -8.3693], [1.0741, -7.6492, 0.7253], [-4.7622, 8.3530, -2.4300], [-3.2629, -4.7647, 5.1219], [0.1895, -8.2803, 0.6397], [-1.0359, 1.5926, 6.2149], [5.8910, 4.3413, 0.8990], [-6.3243, 6.9425, -2.2864], [1.8219, 4.8719, -1.4733], [-4.5051, -4.5762, -0.7928], [1.0295, 8.0118, -0.8520], [-1.9338, 1.4703, 8.3452], [-5.3659, 9.1049, -2.9383], [-4.3206, -5.4182, -3.4121], [-5.3054, 6.9624, -2.6731], [3.7717, 1.6066, -7.5450], [-7.1227, 3.8549, -0.3530], [0.5408, -9.5730, 1.3868], [-5.3831, 6.6643, -4.0438], [2.8949, 0.4330, -0.8192], [-4.3250, -4.8627, 0.2433], [-0.4157, 0.5683, 0.8200], [-1.9453, -1.4990, -3.6594], [6.3846, -4.9561, 2.9420], [5.8546, 5.2110, 1.5550], [6.7150, -7.2678, -2.1807], [0.4051, -2.3211, -0.5543], [-1.0872, -10.5915, 1.7693], [6.0309, -5.6422, -1.6874], [6.9712, 2.5130, 0.5035], [1.6635, 5.6521, 5.9196], [-0.3761, -10.6197, 1.1250], [4.1996, -0.7750, 4.6669], [2.9047, 7.1644, 6.9829], [-0.5966, -0.8078, 1.2116], [-2.6655, 5.0638, 3.4722], [7.3464, 3.1521, 1.9354], [3.0214, -2.0227, -6.2904], [4.2825, -1.9080, 8.4357], [2.3517, -2.6925, -7.3218], [-8.0754, 3.4134, -0.0604], [0.4148, -0.9793, -4.9001], [6.4235, -6.2646, -2.4915], [-2.7193, -0.3771, -5.6088], [-2.1211, -5.5711, 4.9211], [-0.9855, -2.5331, -4.3511], [-0.6895, -7.7120, 0.9437], [-0.2332, -0.6375, -4.2797], [3.0608, 3.7084, 4.8719], [-3.5980, 8.3432, 2.8818], [1.2895, 7.2411, -1.5776], [2.1603, -2.0707, -1.7667], [2.9226, 6.0752, 4.8557], [-2.8823, 0.4434, 4.9236], [-1.6417, -4.6305, 3.0587], [-9.2161, 2.8397, -1.9023], [2.5779, -3.7522, -9.2158], [7.1219, -5.5414, 3.4914], [-6.2117, 7.0149, -4.3788], [-7.0874, -2.6362, -3.4495], [2.1698, 6.1343, 0.0510], [2.7460, 5.5832, 5.8121], [5.9655, -4.9815, -4.7533], [1.7822, -1.9914, -7.9319], [1.4224, 5.9833, -0.7278], [0.5439, 7.1831, -2.3706], [6.8741, -2.4259, 3.7479], [7.3361, -5.7752, -2.8318], [-8.9734, -0.6357, -4.3856], [-3.6628, 0.1483, 6.3880], [-1.2829, -1.4990, -4.5251], [3.3276, 2.6009, -7.5940], [-3.6821, -4.8491, -2.9761], [1.7463, -3.3982, -6.7530], [5.6137, -7.2737, -4.2315], [0.1229, -8.4191, -0.4393], [-9.3747, 3.4545, -1.0163], [-2.1926, 2.4805, -0.0883], [-4.2589, -3.5147, -0.8220], [-5.5263, -4.8851, -1.0161], [0.4673, 5.8850, -0.2118], [-1.7400, 7.2539, 3.5805], [-2.5299, 0.5432, -0.9277], [-10.4736, 2.8495, -0.2928], [5.1568, -5.2317, -4.3005], [2.1590, -0.1331, 1.4438], [5.8323, 4.7788, -0.4351], [-1.5343, 0.7191, 6.6353], [1.5099, -9.9005, 1.0106], [8.0211, 4.0986, 0.6865], [-4.6797, 6.2850, -2.0917], [7.1754, -3.8076, 2.3317], [-3.3102, 1.7472, 6.0030], [-2.4848, -6.5179, 4.5220], [4.7277, 0.1887, 7.1294], [-1.9984, -1.1721, -5.7991], [-0.2516, -5.4361, 3.8643], [6.4318, -3.2449, 1.7674], [-3.4789, -5.3676, -1.6917], [3.8191, 3.3249, -8.2438], [3.2959, -0.7421, 6.5041], [-0.7772, -3.9479, 4.4436], [2.3016, 7.4147, -1.9432], [-8.3673, -2.1387, -5.2509], [-6.9028, -0.8954, -3.6311], [-2.8698, 5.6281, 4.3821], [-11.0202, 3.4965, 0.1590], [4.7871, -1.9827, 7.4724], [4.2903, 3.5838, -6.1009], [-4.6906, 8.5121, -1.3541], [3.3655, 4.1764, 5.8080], [-10.1903, -1.7993, -3.0353], [7.6208, -2.8326, 3.3022], [4.9957, 3.7471, 1.0825], [-2.7198, 7.1503, 4.0468], [3.2342, 3.3426, -6.2214], [-7.9075, -1.5662, -2.3733], [3.0093, 3.6372, 6.6858], [-3.9237, 5.4875, 4.6223], [6.4921, 5.4609, -0.5798], [-2.5934, -2.0028, -6.1787], [3.4017, 1.5499, -5.5020], [-8.8293, -1.7158, -4.3588], [-1.5854, -5.7533, 5.8527], [-2.5107, -5.1246, -1.2539], [-3.6982, -6.4346, -1.7299], [7.9359, -4.1113, 1.6124], [5.8938, -5.6492, 2.2588], [1.8101, -0.0752, 0.0369], [2.7676, 5.0278, -1.5274], [3.3682, 6.3381, 6.8278], [5.3669, -6.4307, -3.5861], [1.6835, -1.9541, -0.5381], [-2.1902, 1.1415, 0.2272], [2.4070, -2.7020, 0.2903], [0.5749, 2.1407, -2.9627], [0.3624, 0.7558, -0.5411], [2.6240, 4.2424, -6.1435], [7.1391, 3.5042, 0.9249], [-9.5717, 4.4959, -1.2710], [5.5694, -4.6745, 3.6085], [4.5421, -2.9420, 7.0165], [4.4460, 4.0827, 5.9170], [4.4556, -6.7023, -3.0532], [4.9265, -0.8303, 5.2916], [3.5999, -2.6675, -5.8767], [-9.8760, -2.3595, -3.7487], [-3.7689, 8.3379, -2.8785], [2.3827, 2.4724, -8.1220], [-2.2826, 5.4653, 5.2858], [-3.0769, 0.8292, 1.1962], [4.3753, -0.7273, 6.6553], [-7.8406, 2.3648, 0.1223], [-2.8930, 7.7595, 4.9338], [-4.0189, -5.2977, 5.3789], [0.5845, -9.2847, 2.4370], [3.7708, -4.2174, -7.9957], [-1.1704, -4.8685, 4.0123], [2.8751, 2.3265, -5.2990], [-8.3751, 3.9073, 0.8639], [-1.4337, -0.7675, -6.6390], [-1.0038, -0.1980, 6.3790]],
  "total_charge": 1,
  "lumo_energy_ev": -7.8
}

Short version: energy = -1396.1335; -9375.6562; -324.5299; -738.8907; -229.6885; -4662.5191 hartree, in the order given.